{"formula": "C52H53N12O13", "method": "wB97M-V/def2-TZVPD", "elements": ["N", "N", "C", "N", "H", "H", "H", "N", "C", "O", "H", "C", "C", "H", "H", "H", "N", "C", "H", "N", "N", "H", "H", "O", "C", "H", "H", "H", "H", "H", "H", "C", "C", "C", "H", "C", "H", "O", "O", "C", "C", "C", "C", "H", "O", "H", "C", "O", "H", "H", "O", "O", "C", "C", "C", "C", "N", "C", "H", "C", "H", "C", "H", "C", "H", "C", "C", "H", "H", "H", "H", "C", "H", "C", "N", "N", "C", "H", "C", "C", "C", "H", "H", "H", "N", "H", "C", "C", "H", "H", "C", "C", "H", "H", "H", "H", "C", "N", "H", "C", "C", "C", "C", "O", "C", "C", "H", "C", "C", "C", "C", "O", "H", "H", "C", "C", "H", "O", "H", "H", "H", "C", "C", "C", "O", "H", "C", "O", "H", "H"], "xyz": [[2.86, -4.40, 7.82], [4.48, -6.05, 1.73], [-3.85, 0.74, -3.78], [4.45, 2.08, -3.82], [3.86, -5.61, -4.95], [3.83, 3.16, -0.07], [0.10, 4.11, 7.05], [-7.46, 7.79, -6.19], [-1.95, 1.03, -2.36], [3.88, 0.72, 3.93], [3.56, 1.79, 6.05], [-6.29, 5.85, -5.24], [-5.78, 4.56, -5.36], [2.30, 3.16, 7.68], [-3.77, -1.18, 1.04], [-5.53, 2.87, -6.66], [-4.21, 2.02, -3.67], [-1.91, -1.60, 0.05], [-2.50, -0.85, -3.26], [0.56, 2.48, -0.86], [-1.63, 7.26, -4.57], [0.53, 6.89, -2.02], [-2.55, 5.76, -5.63], [-1.90, 3.13, -0.06], [2.91, -3.61, -2.42], [-1.40, -4.14, -2.14], [0.26, -6.71, 4.85], [2.74, 1.13, -4.52], [5.07, 1.67, -3.13], [2.37, -3.69, -4.50], [-1.38, -0.78, 0.52], [-1.25, 4.94, -4.13], [-3.24, -1.81, 0.35], [1.12, -6.57, 4.21], [4.60, 3.07, -3.88], [4.56, -5.74, -2.92], [-5.29, 4.09, -4.53], [-8.03, 8.26, -7.15], [2.74, -3.65, 6.87], [3.37, 1.31, -1.08], [-0.79, 7.56, -3.58], [2.60, 2.21, 5.79], [-0.37, -4.72, 10.50], [3.00, 0.70, -0.25], [4.64, -6.84, 0.82], [5.21, -6.58, -3.12], [3.06, 1.69, -3.64], [-5.86, -4.04, -0.49], [-0.84, 3.68, 4.81], [0.87, -6.07, 11.60], [2.03, -2.00, -1.02], [5.22, -5.11, 1.94], [-1.85, 5.98, -4.83], [2.96, -4.12, -3.71], [0.66, 3.51, 6.34], [-0.23, 3.35, -1.56], [-5.32, -3.10, 0.04], [2.48, -7.31, 2.37], [1.75, 0.54, -2.38], [1.98, -5.50, 4.42], [5.07, -5.64, -0.84], [0.79, -5.43, 10.74], [3.31, -0.16, -2.64], [0.83, 2.50, 4.16], [1.57, 4.01, 0.20], [2.06, 1.99, 4.54], [-5.92, 3.88, -6.57], [-2.35, 3.95, 0.20], [-3.79, -4.54, -1.60], [3.21, 3.41, -1.67], [3.58, -3.72, -0.39], [-0.14, 6.60, -2.82], [-1.20, -4.79, 11.19], [-1.24, -2.43, -0.85], [2.83, 1.19, 3.57], [-1.62, 3.33, -1.44], [-0.48, -3.90, 9.39], [-6.65, 3.95, -8.58], [-3.46, 2.80, -2.90], [4.48, -5.22, -1.64], [-2.33, 2.36, -2.25], [3.76, -4.49, 3.77], [1.78, -4.79, 5.22], [2.41, 2.58, -3.62], [2.04, -2.46, -2.15], [-3.76, 3.84, -2.80], [-6.55, 4.48, -7.65], [-6.91, 6.43, -6.32], [0.80, 1.67, -1.42], [2.77, -5.89, 10.02], [0.13, 3.27, 5.08], [0.58, -3.79, 8.50], [-4.47, 0.11, -4.39], [-1.39, -3.34, 9.21], [1.30, 4.24, -2.42], [0.43, 2.30, 3.18], [-7.05, 5.77, -7.53], [0.29, 4.26, -2.35], [0.72, -8.32, 3.03], [1.38, -7.48, 3.19], [-2.73, 0.20, -3.15], [1.89, 2.98, 6.70], [-3.25, -3.72, -1.15], [1.37, -2.01, -3.06], [1.86, -5.34, 9.86], [-0.40, 5.27, -3.10], [0.52, -3.15, 7.63], [1.73, -4.51, 8.76], [3.65, -4.14, -1.38], [3.80, -5.20, -3.95], [3.31, -6.23, 2.60], [-7.30, 8.35, -5.12], [-7.55, 6.25, -8.36], [4.45, 1.16, -1.09], [-3.89, -2.87, -0.26], [3.08, 2.78, -0.78], [2.70, -8.01, 1.58], [-5.86, -2.32, 0.79], [-0.20, -2.24, -1.08], [-1.09, 0.63, -1.83], [-6.19, 6.40, -4.31], [-1.91, -3.49, -1.44], [3.09, -5.32, 3.61], [1.73, 2.97, -0.09], [2.35, 1.03, 2.46], [1.74, 2.38, 0.82], [2.82, 0.79, -2.42], [3.85, -5.06, 8.05], [-1.45, 3.91, -4.40], [-0.61, 8.61, -3.39]], "homo_energy_ev": -11.46, "homo_lumo_gap_ev": 7.655, "charge": 1, "e_tot_ev": -99257.9680, "spin_multiplicity": 1}